# C2H8AlNO3PSi

C2H8AlNO3PSi as an isolated structure (wB97M-V/def2-TZVPD, OMol25).

Cartesian coordinates (Å):
N1 -0.09 -2.19 -1.79
P1 -1.13 -0.75 -1.96
O1 -0.35 0.21 -3.24
Si1 -1.04 0.57 -0.19
C1 0.51 0.00 0.86
C2 1.26 1.28 1.62
O2 2.53 1.54 1.24
O3 0.60 2.11 2.68
H1 -0.46 -2.88 -1.10
H2 0.91 -1.95 -1.63
H3 -0.62 1.18 -3.13
H4 -0.85 1.97 -0.67
H5 -2.27 0.54 0.62
H6 0.09 -0.80 1.62
H7 1.26 -0.59 0.15
H8 1.06 1.94 3.55
Al1 -1.41 -2.20 1.37

Values from the calculation:
Total charge: +3
HOMO-LUMO gap (eV): 3.89
HOMO (eV): -21.757


# C2H8BrCdO2

C2H8BrCdO2 as an isolated structure (wB97M-V/def2-TZVPD, OMol25).

Cartesian coordinates (Å):
Cd1 -5.35 0.32 5.02
Br1 -2.36 0.73 2.86
C1 1.80 -2.34 -2.36
C2 0.74 -1.26 -2.40
O1 -0.23 -1.59 -1.41
H1 2.14 -2.46 -1.34
H2 2.66 -2.10 -2.99
H3 1.39 -3.33 -2.58
H4 0.21 -1.13 -3.34
H5 1.14 -0.29 -2.11
H6 -0.02 -1.07 -0.63
O2 -0.40 4.87 4.00
H7 -0.97 5.58 3.70
H8 -0.76 4.08 3.59

Values from the calculation:
Total charge: +1
HOMO-LUMO gap (eV): 2.12
HOMO (eV): -12.119


# C2H8Cl2N6O15V

C2H8Cl2N6O15V as an isolated structure (wB97M-V/def2-TZVPD, OMol25).

Cartesian coordinates (Å):
N1 2.44 0.34 -3.09
H1 3.13 -0.42 -3.07
H2 2.70 1.00 -3.83
H3 2.47 0.79 -2.17
H4 1.51 -0.05 -3.33
V1 -0.61 -1.87 1.12
N2 -0.08 1.10 2.55
O1 -0.42 -0.12 2.34
O2 -0.82 1.85 3.19
O3 1.04 1.47 2.18
N3 -0.25 -0.89 -1.41
O4 -0.19 -2.09 -1.03
O5 0.00 -0.55 -2.57
O6 -0.48 -0.12 -0.47
N4 -3.26 -2.18 1.59
O7 -2.67 -1.94 0.48
O8 -2.44 -2.11 2.53
O9 -4.42 -2.48 1.68
N5 2.82 -1.49 1.26
O10 3.29 -0.37 1.33
O11 3.52 -2.51 1.25
O12 1.56 -1.63 1.09
N6 0.34 -4.09 2.18
O13 1.00 -5.05 2.49
O14 -0.25 -3.99 1.05
O15 0.18 -3.07 2.86
Cl1 -3.13 3.83 -2.13
C1 -1.59 3.17 -1.56
C2 -0.69 4.31 -1.13
Cl2 -1.33 5.10 0.36
H5 -1.16 2.51 -2.31
H6 -1.76 2.53 -0.69
H7 -0.73 5.08 -1.90
H8 0.28 3.95 -0.83

Values from the calculation:
Spin multiplicity: 3
⟨S²⟩: 2.0102
Total charge: -1
HOMO-LUMO gap (alpha / beta) (eV): 6.24 / 6.22
HOMO (alpha / beta) (eV): -5.790 / -5.777


# C2H8ClF2N4O2S

A 2-piece molecular cluster, C2H8ClF2N4O2S overall (wB97M-V/def2-TZVPD, OMol25).

Cartesian coordinates (Å):
N1 1.81 -1.04 -0.32
C1 0.93 0.10 -0.03
N2 1.50 0.88 1.05
N3 0.83 0.83 -1.32
C2 -0.50 -0.37 0.46
N4 -1.43 -0.54 -0.70
Cl1 -1.37 -2.19 -1.26
S1 -3.07 -0.18 -0.28
O1 -3.94 -1.27 -0.78
O2 -3.47 1.13 -0.82
F1 -3.25 -0.08 1.33
H1 1.41 -1.54 -1.11
H2 1.85 -1.64 0.49
H3 2.50 1.09 0.87
H4 1.00 1.77 1.05
H5 1.72 0.65 -1.77
H6 0.85 1.83 -1.13
H7 -0.34 -1.36 0.92
H8 -0.85 0.35 1.21
F2 3.80 1.58 2.15

Values from the calculation:
Total charge: -1
HOMO-LUMO gap (eV): 5.86
HOMO (eV): -3.927


# C2H8ClNO7PS

A 2-piece molecular cluster, C2H8ClNO7PS overall (wB97M-V/def2-TZVPD, OMol25).

Cartesian coordinates (Å):
C1 -1.70 -1.18 -0.29
P1 -2.02 0.58 0.04
C2 -0.65 1.15 1.11
O1 -2.02 1.44 -1.46
S1 -0.62 1.70 -2.24
O2 0.32 0.72 -1.78
O3 -0.25 3.12 -1.44
N1 1.13 3.45 -1.55
H1 -2.19 -1.72 0.51
H2 -2.16 -1.46 -1.23
H3 -0.65 -1.45 -0.25
H4 -0.11 1.99 0.70
H5 -1.05 1.45 2.07
H6 0.07 0.34 1.24
H7 1.57 2.87 -2.25
H8 1.53 3.21 -0.65
O4 2.94 -3.20 0.67
Cl1 1.77 -3.24 1.50
O5 1.33 -4.61 1.67
O6 0.70 -2.49 0.86
O7 2.06 -2.65 2.79

Values from the calculation:
Total charge: -1
HOMO-LUMO gap (eV): 8.38
HOMO (eV): -5.753


# C2H8ClOPSiSr

C2H8ClOPSiSr as an isolated structure (wB97M-V/def2-TZVPD, OMol25).

Cartesian coordinates (Å):
C1 -1.37 -1.17 -0.43
Si1 0.07 -1.01 0.90
Cl1 -0.59 -1.68 2.83
P1 0.68 1.13 0.88
C2 0.88 1.51 -1.02
O1 2.22 1.36 1.69
H1 -0.87 -1.10 -1.50
H2 -2.16 -0.31 -0.25
H3 -1.94 -2.19 -0.34
H4 1.21 -1.75 0.35
H5 0.72 0.52 -1.65
H6 -0.03 2.21 -1.29
H7 1.93 1.99 -1.25
H8 2.87 0.75 1.20
Sr1 -3.61 -0.27 -0.13

Values from the calculation:
Total charge: +2
HOMO-LUMO gap (eV): 5.24
HOMO (eV): -15.116


# C2H8CuNO

C2H8CuNO as an isolated structure (wB97M-V/def2-TZVPD, OMol25).

Cartesian coordinates (Å):
C1 0.08 1.22 -2.13
Cu1 -0.35 0.06 -0.64
N1 -1.02 -1.36 1.54
H1 1.93 -0.57 0.67
H2 -0.04 -0.93 1.50
H3 -1.29 -1.20 0.55
H4 0.23 0.66 -3.08
H5 1.01 1.69 -1.83
H6 -0.72 1.99 -2.27
H7 -1.65 -0.83 2.14
H8 -1.03 -2.37 1.72
O1 1.65 1.32 1.19
C2 1.20 0.33 0.65

Values from the calculation:
Spin multiplicity: 2
⟨S²⟩: 0.7586
Total charge: -1
HOMO-LUMO gap (alpha / beta) (eV): 4.97 / 5.75
HOMO (alpha / beta) (eV): -0.844 / -2.211


# C2H8FN4OP3

C2H8FN4OP3 as an isolated structure (wB97M-V/def2-TZVPD, OMol25).

Cartesian coordinates (Å):
C1 1.94 -1.62 1.98
C2 2.55 -0.95 0.82
N1 -1.12 1.79 -1.34
N2 -1.58 -0.49 -0.17
N3 0.23 -0.22 -2.38
N4 -3.11 1.62 0.23
O1 2.11 -0.56 -0.22
F1 -0.28 -2.44 -1.24
P1 0.05 1.46 -2.52
P2 -1.49 1.16 0.27
P3 -0.38 -0.83 -1.14
H1 2.56 -1.75 2.84
H2 0.90 -1.19 2.11
H3 1.59 -2.61 1.66
H4 1.26 1.67 -1.80
H5 3.68 -0.96 1.02
H6 -1.62 2.72 -1.35
H7 -3.53 2.32 0.90
H8 -3.76 0.87 0.32

Values from the calculation:
HOMO-LUMO gap (eV): 8.03
HOMO (eV): -8.048


# C2H8FP3

A 2-piece molecular cluster, C2H8FP3 overall (wB97M-V/def2-TZVPD, OMol25).

Cartesian coordinates (Å):
C1 1.68 -0.81 0.01
C2 -1.92 0.05 1.19
F1 1.96 0.27 0.84
P1 -1.66 -0.59 -0.45
P2 1.57 -0.12 -1.74
P3 -0.99 1.27 2.02
H1 0.71 -1.19 0.33
H2 2.48 -1.57 0.08
H3 -2.54 -0.48 1.95
H4 -3.10 -0.72 -0.96
H5 -1.33 0.62 -1.00
H6 2.79 0.58 -1.86
H7 0.90 1.04 -1.19
H8 -0.54 1.64 0.78

Values from the calculation:
Structure (SMILES): [H]/P=C\P.FCP
HOMO-LUMO gap (eV): 8.46
HOMO (eV): -8.664


# C2H8IN4O2

C2H8IN4O2 as an isolated structure (wB97M-V/def2-TZVPD, OMol25).

Cartesian coordinates (Å):
I1 -0.25 -0.89 1.88
C1 2.46 -1.17 0.04
O1 3.59 -1.38 -0.39
N1 2.21 -0.42 1.03
N2 1.49 -1.77 -0.55
H1 3.03 -0.35 1.61
H2 1.26 -0.40 1.39
H3 1.77 -2.29 -1.37
H4 0.52 -1.61 -0.34
C2 -1.49 1.37 -0.51
O2 -0.33 1.40 -0.88
N3 -1.89 0.70 0.53
N4 -2.50 1.86 -1.21
H5 -2.85 0.76 0.82
H6 -1.15 0.17 0.97
H7 -2.44 2.21 -2.16
H8 -3.44 1.82 -0.84

Values from the calculation:
Total charge: -1
HOMO-LUMO gap (eV): 6.98
HOMO (eV): -3.832


# C2H8N

An isolated ion of composition C2H8N and charge +1 (wB97M-V/def2-TZVPD, OMol25).

Cartesian coordinates (Å):
C1 1.21 0.20 0.04
C2 -0.03 -0.68 -0.01
N1 -1.22 0.25 -0.04
H1 1.30 0.84 -0.88
H2 1.04 0.98 0.86
H3 2.13 -0.34 0.07
H4 -0.18 -1.13 0.94
H5 0.01 -1.40 -0.81
H6 -1.80 -0.55 0.24
H7 -1.51 0.73 -0.94
H8 -0.93 1.04 0.64

Values from the calculation:
Structure (SMILES): CC[NH3+]
Total charge: +1
HOMO-LUMO gap (eV): 13.37
HOMO (eV): -17.400


# C2H8N2

A 2-piece molecular cluster, C2H8N2 overall (wB97M-V/def2-TZVPD, OMol25).

Cartesian coordinates (Å):
C1 1.78 -2.36 -0.96
H1 2.41 -3.22 -1.24
H2 0.72 -2.55 -1.04
H3 2.35 -1.51 -1.34
H4 1.93 -2.31 0.12
N1 -1.03 2.28 -0.23
C2 -1.43 1.32 0.68
N2 -2.03 1.65 1.76
H5 -0.08 2.41 -0.50
H6 -1.68 3.05 -0.29
H7 -0.90 0.37 0.62
H8 -2.04 0.87 2.42

Values from the calculation:
Structure (SMILES): [H]/N=C/N.C
HOMO-LUMO gap (eV): 10.14
HOMO (eV): -9.312